The following is a quantum chemistry calculation of a 6-piece molecular cluster, H12O6 overall, from OMol25.

```
! wB97M-V def2-TZVPD RIJCOSX def2/J DEFGRID3
* xyz 0 1
O 0.1885 2.9747 0.7805
H 0.3888 2.0431 0.8703
H 1.0442 3.3995 0.7206
O 0.2045 0.1976 0.6496
H -0.3750 -0.4433 0.2377
H 1.0588 0.0427 0.2467
O -3.2638 1.2061 0.4803
H -2.7471 0.4007 0.4586
H -3.2496 1.5247 -0.4223
O 2.7390 0.4782 -0.8441
H 3.3953 1.1251 -0.5851
H 3.2048 -0.3577 -0.8235
O -2.4127 -1.3742 -0.3811
H -3.3676 -1.3079 -0.3832
H -2.1676 -1.3397 -1.3057
O 1.4217 -2.8432 0.2391
H 1.7140 -2.6758 -0.6569
H 2.2239 -3.0505 0.7184
*
```

Calculated values
E_LUMO: 0.00 eV
Energy: -458.616981 Ha
HOMO level: -0.3801 Eh
SMILES: O.O.O.O.O.O
Gap between HOMO and LUMO: 10.3 eV